Entry 1:
This record from the Open Molecules 2025 dataset describes a structure of composition C28H27Br27F5NO3S2. The level of theory is ωB97M-V/def2-TZVPD.

Results
Highest occupied orbital energy in eV: -8.5
Orbital gap in eV: 7.8

Structure (XYZ):
```
93
C28H27Br27F5NO3S2, DFT ωB97M-V/def2-TZVPD
C -1.52674 1.05468 2.71482
O -2.37374 1.90493 1.90697
C -2.96535 1.02660 0.94339
C -4.10895 1.66512 0.09213
C -4.79953 0.45307 -0.68972
C -3.81685 -0.20004 -1.73069
C -3.80530 0.41436 -3.06885
C -2.93130 -0.10873 -4.11782
C -2.05519 -1.21634 -3.78218
C -1.09490 -1.75253 -4.90677
C -2.01747 -1.85521 -2.45042
C -2.93030 -1.33769 -1.43463
S -2.93132 -2.14396 0.20086
C -2.31058 -3.79595 -0.17712
C -2.65938 -4.91026 0.70392
C -2.16399 -6.26789 0.43051
C -1.35279 -6.49056 -0.76063
C -1.02661 -5.36393 -1.63143
S -0.00681 -5.79057 -3.09591
O -0.10484 -7.23373 -3.27058
O -0.64969 -5.14646 -4.23239
F 1.52191 -5.28296 -2.87478
C -1.48524 -3.97447 -1.36816
N -1.05286 -2.94824 -2.29486
C 0.25350 -2.36245 -1.95050
F 1.13753 -2.58351 -3.01198
F 0.21756 -0.97997 -1.80621
C 0.95970 -2.92804 -0.66061
F 0.37693 -2.47957 0.53232
F 2.24966 -2.36345 -0.64869
H -0.49586 1.47832 2.85901
H -2.06896 0.83448 3.68070
H -1.37511 0.04478 2.22756
H -3.43646 0.16579 1.51844
H -2.17310 0.57613 0.28644
H -3.63183 2.33625 -0.66978
H -4.90980 2.16368 0.69271
H -5.17050 -0.33145 0.01947
H -5.67004 0.83450 -1.28439
H -4.47999 1.28639 -3.26006
H -2.96477 0.34959 -5.12803
H -1.42154 -1.37140 -5.91727
H -0.04135 -1.39928 -4.75792
H -1.17756 -2.86960 -4.95327
H -3.30202 -4.79726 1.63466
H -2.37851 -7.14067 1.08480
H -1.00148 -7.52488 -0.97352
H 1.13086 -4.03352 -0.66520
C 2.74436 0.52296 1.22665
Br 2.25327 1.25843 -0.49145
Br 4.54005 1.03001 1.73622
Br 1.45355 0.95573 2.59988
H 2.73959 -0.55811 1.12266
C 5.58988 0.01382 5.49487
Br 4.29310 0.97221 6.56054
Br 7.33224 -0.01273 6.33243
Br 4.97870 -1.76811 5.05462
H 5.69371 0.55320 4.55887
C -1.17657 5.16900 -0.07044
Br -1.99445 5.58042 -1.77707
Br -2.50305 4.97991 1.32320
Br 0.00339 3.63902 -0.19862
H -0.55778 6.01763 0.19781
C 3.13665 -4.92634 3.91413
Br 2.27735 -4.43971 2.24876
Br 1.84508 -5.21106 5.32432
Br 4.31609 -6.44387 3.70217
H 3.75433 -4.08560 4.21185
C -5.83920 -5.15807 4.17002
Br -4.48593 -5.68599 2.88612
Br -6.41973 -6.64878 5.25618
Br -5.25406 -3.66527 5.24885
H -6.70072 -4.82298 3.60198
C 2.90998 6.63255 0.17545
Br 2.11372 7.02740 -1.54171
Br 1.57402 6.47549 1.56403
Br 4.04549 5.06760 0.09677
H 3.54480 7.47358 0.43401
C -1.69331 7.88894 4.12122
Br -2.47668 8.30654 2.39959
Br -3.04348 7.70009 5.49259
Br -0.53257 6.34035 4.04112
H -1.07261 8.73364 4.40010
C 4.36964 6.79310 -5.00577
Br 2.46691 6.61287 -5.30962
Br 4.77974 8.33689 -3.91586
Br 5.13098 5.17660 -4.26751
H 4.83168 6.95447 -5.97383
C 7.85864 1.82280 -2.92392
Br 9.04975 3.30506 -2.57044
Br 6.10538 2.11589 -2.16286
Br 7.76074 1.41392 -4.81148
H 8.27830 0.95238 -2.43082
```

---

Entry 2:
This record from the Open Molecules 2025 dataset describes a structure of composition C28H27Cl3GaN7OS. The level of theory is ωB97M-V/def2-TZVPD.

Results
Highest occupied orbital energy in eV: -12.6
Orbital gap in eV: 5.8
Charge: +2

Structure (XYZ):
```
68
C28H27Cl3GaN7OS, DFT ωB97M-V/def2-TZVPD
Ga 0.33631 -2.40621 0.91697
N -1.82931 -4.81718 -1.35376
C -2.97930 -4.15643 -0.85457
C -2.52061 -3.30073 0.12570
N -1.14964 -3.39782 0.15165
C -0.75325 -4.32128 -0.71509
C 0.71060 -4.45090 -0.86339
N 1.40930 -3.47628 -0.27870
C 2.70977 -3.85737 -0.21647
C 2.82968 -5.08238 -0.79678
N 1.55691 -5.44916 -1.20026
H -1.85750 -5.53936 -2.08126
H -3.98695 -4.35197 -1.15867
H -3.05608 -2.60189 0.73969
H 3.45324 -3.17912 0.19395
H 3.70962 -5.70755 -0.99878
H 1.32375 -6.37873 -1.52156
C 0.63665 -4.05806 3.80374
C 1.66285 -3.05052 3.47119
C 2.88927 -2.75277 4.05167
C 3.47430 -1.73283 3.27787
C 2.60530 -1.38082 2.24492
C 2.75471 -0.48603 1.09269
N 1.45620 -2.19582 2.40380
H 0.97930 -4.67747 4.65016
H 0.50756 -4.76124 2.94395
H -0.33633 -3.65592 4.10935
H 3.28137 -3.23210 4.93015
H 4.45979 -1.30350 3.43164
H 3.74471 -0.09070 1.14102
H 2.05389 0.35804 1.14938
H 2.69948 -0.91630 0.05130
Cl 3.03247 5.72337 1.94898
C 1.61198 5.13381 1.14727
C 0.32066 5.29159 1.62896
C -0.72453 4.64127 0.97310
C -0.47661 3.86180 -0.16457
C -1.60295 3.10553 -0.84593
C -2.40365 2.22826 0.11516
N -1.50984 1.24349 0.68680
C -0.89495 1.27794 1.92790
C -0.31403 0.10063 2.10943
N -0.51848 -0.68505 0.95437
C -1.25799 0.04715 0.13601
O -2.46820 3.99079 -1.48066
C -3.09308 3.46278 -2.67406
C -2.09803 3.25813 -3.78577
C -1.60900 2.04239 -4.17400
Cl -2.03829 0.47649 -3.62875
S -0.50556 2.18431 -5.52490
C -0.70481 3.90611 -5.54634
C -1.59425 4.29969 -4.61321
C 0.84600 3.79036 -0.68199
Cl 1.19177 2.80452 -2.05114
C 1.88107 4.40830 -0.01497
H 0.15646 5.84965 2.52800
H -1.74675 4.77747 1.25431
H -1.12188 2.41785 -1.56548
H -3.14456 1.65443 -0.43613
H -2.93028 2.79617 0.88826
H -0.98183 2.12682 2.53077
H 0.23936 -0.31844 2.94007
H -1.61905 -0.26750 -0.84554
H -3.89192 4.13279 -2.98906
H -3.63703 2.52082 -2.46820
H -0.16922 4.48085 -6.29005
H -1.89060 5.34017 -4.45978
H 2.89195 4.30566 -0.37038
```

---

Entry 3:
This record from the Open Molecules 2025 dataset describes a structure of composition C28H27CoN3OTe. The level of theory is ωB97M-V/def2-TZVPD.

Results
Highest occupied orbital energy (spin up / spin down) in eV: -7.3 / -7.3
Orbital gap (spin up / spin down) in eV: 7.5 / 7.4
ΔE to the lowest compared entry with this formula, charge and spin in kcal per mole: 0.0
2S+1: 2

Structure (XYZ):
```
61
C28H27CoN3OTe, DFT ωB97M-V/def2-TZVPD
Co -0.04946 0.22755 0.18409
O 1.46773 -3.39386 1.02729
C 1.22223 -2.22386 0.74531
N 0.11119 -1.68058 0.26761
C -1.08354 -2.45177 0.08474
C -2.16638 -1.51533 -0.38650
C -3.44288 -1.96366 -0.69965
C -4.37815 -1.06667 -1.18010
C -4.02011 0.26439 -1.34464
C -2.74163 0.64955 -0.99580
N -1.83810 -0.21708 -0.51826
C 2.27861 -1.14204 0.92864
C 3.57283 -1.45046 1.29934
C 4.48356 -0.41690 1.44519
C 4.07023 0.88932 1.22385
C 2.75471 1.12186 0.86199
N 1.87796 0.12689 0.71138
H -1.40319 -2.96212 1.00310
H -0.95665 -3.24143 -0.66635
H -3.68172 -3.01086 -0.57028
H -5.37690 -1.40151 -1.42882
H -4.71525 0.99678 -1.72866
H -2.40516 1.67324 -1.07220
H 3.81994 -2.48936 1.46627
H 5.50659 -0.62550 1.73059
H 4.74838 1.72430 1.32898
H 2.37349 2.12053 0.69199
C -1.86684 0.25098 4.71015
Te -0.27224 -0.00835 3.30847
C 0.73175 1.79267 3.83878
H -1.82787 1.27777 5.06783
H -1.74664 -0.43625 5.54210
H -2.82102 0.08194 4.21882
H 0.80443 1.84165 4.92262
H 0.20004 2.65279 3.44174
H 1.73314 1.75532 3.41759
C -0.49420 7.07170 2.01530
C 0.53569 6.52349 1.25902
C 0.48218 5.20087 0.85415
C -0.60597 4.38881 1.18718
C -1.61551 4.94738 1.97491
C -1.56911 6.27371 2.37707
C -0.67178 2.94471 0.86892
C -0.11858 2.18664 -0.10019
C 0.44456 2.75798 -1.35363
C 1.37748 2.02280 -2.09555
C 1.87080 2.47984 -3.30904
C 1.41483 3.67745 -3.83762
C 0.44776 4.39916 -3.14679
C -0.03014 3.94477 -1.93009
H -0.45032 8.10683 2.32844
H 1.39068 7.13037 0.98774
H 1.30144 4.78643 0.27906
H -2.45073 4.32335 2.27473
H -2.37136 6.68137 2.97960
H -1.20601 2.40285 1.65106
H 1.72018 1.06649 -1.71665
H 2.60001 1.88787 -3.84823
H 1.79035 4.03589 -4.78755
H 0.05618 5.31903 -3.56348
H -0.80375 4.50786 -1.42408
```

---

no.,total energy (eV)
1,-1963503.822
2,-142718.843
3,-80912.150